Computed, not measured: a structure of composition C19H19ClIN4O5PdS at a distorted geometry, with wB97M-V/def2-TZVPD.

Its total charge is -1. The multiplicity is 3. The gap between HOMO and LUMO (spin up / spin down) is 0.245 / 0.238 Eh. As for the LUMO energy (spin up / spin down): 1.909 / 1.623 eV.

Each line ends with the Löwdin spin population.
Element x y z (Å)
Pd  0.14  0.01  0.02  0.594
N  -0.46  0.93  4.16  0.004
C  -0.41  0.34  2.91  0.009
S  1.18  0.12  2.20  0.085
N  -1.53  -0.04  2.43  0.003
N  -1.35  -0.62  1.16  -0.001
C  -2.16  -1.54  0.82  -0.003
C  -2.01  -2.41  -0.32  0.005
C  -3.14  -3.12  -0.78  -0.001
C  -3.05  -3.99  -1.84  0.004
C  -1.79  -4.19  -2.44  0.001
C  -0.67  -3.54  -1.98  0.011
C  -0.74  -2.61  -0.91  0.012
O  0.35  -2.04  -0.48  0.144
H  0.31  1.53  4.38  0.001
H  -1.36  1.27  4.42  0.001
H  -2.98  -1.70  1.51  0.000
H  -4.09  -2.95  -0.29  0.000
H  -3.93  -4.52  -2.20  0.000
H  -1.70  -4.88  -3.28  0.000
H  0.30  -3.69  -2.44  0.000
C  2.19  0.51  -4.60  0.002
C  2.03  2.02  -4.60  0.000
C  1.03  2.60  -5.38  0.000
C  0.87  3.97  -5.44  0.000
Cl  -0.40  4.66  -6.45  0.000
C  1.70  4.81  -4.72  0.000
C  2.68  4.24  -3.92  0.000
C  2.84  2.87  -3.85  0.000
O  3.87  2.43  -3.06  0.000
C  3.63  1.47  -2.02  -0.001
C  2.28  1.59  -1.33  0.000
O  1.80  2.70  -1.17  0.003
O  1.83  0.40  -1.01  -0.009
H  1.66  0.08  -5.44  0.000
H  1.79  0.05  -3.69  0.002
H  3.25  0.23  -4.68  0.000
H  0.37  1.96  -5.96  0.000
H  1.57  5.88  -4.76  0.000
H  3.34  4.86  -3.31  0.000
H  4.39  1.65  -1.26  0.000
H  3.76  0.46  -2.38  0.000
N  -0.67  3.90  -0.80  0.049
C  -1.20  2.82  -0.18  0.112
O  -0.50  2.20  0.63  0.104
C  -2.56  2.42  -0.48  0.589
I  -1.27  0.39  -2.38  0.235
H  0.34  3.82  -0.88  0.002
H  -1.13  4.18  -1.65  0.001
H  -3.17  2.96  -1.21  0.021
H  -3.02  1.64  0.10  0.021

Computed, not measured: a cluster of 2 separate species, C4H11NO in total at a distorted geometry, with wB97M-V/def2-TZVPD.

Its total charge is -1. The multiplicity is 2. The gap between HOMO and LUMO (spin up / spin down) is 0.072 / 0.338 Eh. As for the LUMO energy (spin up / spin down): 3.245 / 3.211 eV.

Each line ends with the Löwdin spin population.
Element x y z (Å)
C  2.66  0.67  -0.42  0.002
N  1.29  0.52  0.02  0.006
C  0.37  -0.09  -1.09  0.013
C  -2.10  0.26  -1.29  0.091
C  -0.88  0.81  -1.28  0.029
H  2.60  0.40  -1.50  0.000
H  3.12  1.67  -0.40  0.000
H  3.34  -0.15  -0.12  0.000
H  0.91  1.49  0.25  0.001
H  0.03  -0.97  -0.66  0.018
H  0.81  -0.14  -2.11  0.000
H  -2.98  0.82  -1.73  0.011
H  -2.30  -0.56  -0.52  0.060
H  -0.88  1.83  -1.21  0.003
H  -2.28  -2.61  3.36  0.157
H  -2.09  -1.96  4.82  0.136
O  -1.64  -2.00  3.88  0.475

Computed, not measured: a structure of composition C24H34CaN3O15 at a distorted geometry, with wB97M-V/def2-TZVPD.

Its total charge is +1. The gap between HOMO and LUMO is 0.046 Eh. As for the LUMO energy: -8.063 eV.

Each line ends with the Mulliken charge.
Element x y z (Å)
Ca  3.62  -3.65  3.96  1.778
N  1.36  -1.04  0.53  1.113
O  2.58  -1.15  0.56  -0.694
O  0.78  -0.73  -0.42  -0.591
O  0.80  -1.55  1.47  -0.669
C  7.09  3.61  -1.61  -1.418
C  6.52  4.93  -2.17  0.390
C  4.94  5.05  -2.18  -0.389
O  4.62  6.32  -1.56  -0.291
C  5.77  6.91  -1.28  0.657
O  5.90  8.04  -0.80  -0.568
O  6.83  6.04  -1.34  -0.338
H  7.10  3.41  -0.54  0.357
H  8.15  3.69  -1.85  0.364
H  6.78  2.70  -2.13  0.384
H  6.99  5.22  -3.11  0.271
H  4.55  4.13  -1.73  0.317
H  4.56  5.11  -3.20  0.264
C  -2.62  0.90  11.45  -1.328
C  -2.64  -0.40  10.60  0.467
C  -3.37  -0.25  9.37  -0.548
O  -2.82  -1.24  8.53  -0.312
C  -1.51  -1.42  8.94  0.668
O  -0.58  -2.01  8.41  -0.583
O  -1.39  -0.73  10.12  -0.344
H  -1.98  0.60  12.28  0.324
H  -3.63  1.19  11.73  0.386
H  -2.33  1.78  10.87  0.361
H  -3.15  -1.15  11.20  0.258
H  -3.50  0.69  8.85  0.319
H  -4.40  -0.47  9.67  0.331
C  -2.10  6.15  -4.88  -1.362
C  -2.31  5.13  -6.01  0.461
C  -1.50  3.85  -5.92  -0.463
O  -2.35  2.94  -6.59  -0.318
C  -3.65  3.30  -6.37  0.642
O  -4.63  2.74  -6.79  -0.503
O  -3.63  4.63  -5.99  -0.365
H  -1.27  6.86  -4.88  0.379
H  -2.14  5.81  -3.85  0.329
H  -3.04  6.70  -4.97  0.336
H  -2.06  5.63  -6.95  0.223
H  -1.23  3.56  -4.90  0.315
H  -0.63  4.21  -6.46  0.324
C  -1.77  -9.07  -2.20  -1.453
C  -2.29  -8.72  -0.88  0.548
C  -2.37  -9.89  0.19  -0.412
O  -1.60  -9.54  1.26  -0.296
C  -1.01  -8.33  0.92  0.644
O  -0.12  -7.73  1.64  -0.650
O  -1.43  -7.84  -0.20  -0.290
H  -2.22  -9.99  -2.56  0.384
H  -0.74  -9.42  -2.16  0.367
H  -1.89  -8.27  -2.93  0.338
H  -3.28  -8.30  -1.02  0.248
H  -2.09  -10.83  -0.30  0.278
H  -3.37  -9.98  0.60  0.293
N  2.18  -3.24  -6.09  -0.024
C  2.33  -4.57  -5.75  -0.501
C  2.90  -5.22  -6.74  -0.327
C  2.91  -4.41  -7.85  -0.224
C  2.48  -3.09  -7.48  -0.563
H  1.91  -2.61  -5.36  0.220
H  2.20  -4.72  -4.69  0.343
H  3.37  -6.18  -6.85  0.350
H  3.14  -4.82  -8.82  0.361
H  2.36  -2.12  -7.93  0.371
N  -2.57  3.30  2.86  -0.013
C  -1.53  4.01  3.38  -0.440
C  -1.95  5.03  4.12  -0.330
C  -3.30  5.04  4.01  -0.228
C  -3.72  3.98  3.23  -0.606
H  -2.55  2.41  2.39  0.215
H  -0.50  3.82  3.09  0.360
H  -1.36  5.81  4.58  0.372
H  -3.89  5.84  4.43  0.369
H  -4.71  3.60  3.01  0.360

Let's list energy above the lowest of the compared OMol25 structures with the same formula, charge and spin in order: 75.3; 297.9; 1157.3 kJ/mol.
Let's list electronic energy in order: -71149.303; -7859.426; -79041.919 eV.